156
Properties=species:S:1:pos:R:3:forces:R:3:lowdin_charge:R:1 method="wB97M-V/def2-TZVPD" homo_lumo_gap_ha=0.3451 spin_multiplicity=1 smiles="CNC(C)=O.CNC(C)=O.CNC(C)=O.CNC(C)=O.CNC(C)=O.COCCOC.COCCOC.COCCOC.COCCOC.COCCOC.COCCOC" max_force_ev_per_a=3.2
C 2.430 -7.121 -1.868 -0.32 -1.49 1.47 -0.08
N 3.013 -7.711 -3.050 -0.15 0.88 -0.30 0.00
C 3.967 -7.057 -3.735 1.28 1.52 -2.20 -0.51
C 4.376 -7.716 -5.116 0.82 0.89 1.07 -0.01
O 4.487 -5.970 -3.411 -1.18 -2.15 0.05 0.01
H 2.224 -6.053 -1.797 0.41 -0.07 -0.78 0.09
H 3.051 -7.427 -1.026 0.18 0.53 0.26 0.08
H 1.506 -7.659 -1.659 -0.25 0.16 -0.21 0.08
H 2.601 -8.544 -3.444 0.14 0.30 0.06 0.14
H 3.577 -8.059 -5.773 -0.04 -0.33 0.44 0.07
H 5.162 -8.441 -4.903 -0.49 -0.71 0.01 0.07
H 4.973 -7.001 -5.682 -0.41 0.48 0.14 0.07
C 0.081 -0.878 0.719 0.71 0.13 0.37 -0.09
N -0.819 -0.588 -0.338 -1.09 -0.11 -1.22 -0.01
C -0.918 0.634 -0.911 0.98 0.56 -0.80 -0.55
C -2.002 0.867 -1.922 -1.59 -0.68 -0.20 -0.01
O -0.107 1.517 -0.673 -0.08 0.13 0.51 0.03
H -0.216 -0.286 1.585 0.01 -0.54 0.44 0.09
H 1.107 -0.571 0.517 0.02 0.00 -0.35 0.08
H 0.070 -1.962 0.831 -0.01 0.20 0.64 0.09
H -1.369 -1.354 -0.699 -0.07 0.35 0.05 0.13
H -2.733 1.595 -1.571 0.29 0.27 0.34 0.08
H -2.622 -0.021 -2.052 0.09 -0.28 -0.11 0.07
H -1.740 1.201 -2.925 0.72 -0.03 0.30 0.08
C -3.681 -7.209 -2.339 -0.31 -0.84 0.26 -0.09
N -2.602 -6.870 -3.240 0.19 1.28 0.02 0.00
C -2.239 -5.542 -3.435 -1.37 -0.40 0.89 -0.56
C -1.207 -5.268 -4.427 1.39 -0.94 -1.71 -0.02
O -2.741 -4.624 -2.809 -0.03 -0.39 0.26 0.04
H -4.327 -6.380 -2.052 0.16 0.16 -0.62 0.08
H -3.357 -7.628 -1.386 0.50 0.02 0.03 0.08
H -4.245 -8.014 -2.811 -0.35 0.19 0.03 0.08
H -2.359 -7.538 -3.958 0.04 0.21 0.23 0.12
H -1.534 -4.601 -5.225 0.04 0.58 0.59 0.10
H -0.920 -6.148 -5.002 -0.03 -0.42 0.14 0.07
H -0.281 -4.980 -3.929 -0.18 0.57 -0.09 0.09
C 5.660 -3.210 1.166 -0.71 0.59 1.79 -0.03
N 5.578 -2.404 2.445 2.53 0.57 -1.67 0.02
C 4.795 -2.622 3.496 -0.99 -0.06 0.00 -0.61
C 4.712 -1.612 4.614 0.37 0.38 0.26 0.00
O 4.008 -3.536 3.486 -1.03 -1.31 0.24 0.04
H 6.389 -2.737 0.507 -0.25 0.07 0.10 0.08
H 4.648 -3.191 0.762 0.24 -0.13 -0.33 0.08
H 5.953 -4.243 1.351 -0.04 0.04 0.09 0.08
H 6.377 -1.817 2.636 -0.12 0.22 -0.26 0.12
H 4.748 -2.131 5.571 -0.15 -0.02 -0.10 0.08
H 3.737 -1.138 4.499 -0.08 -0.11 0.14 0.09
H 5.439 -0.801 4.643 0.26 -0.16 -0.29 0.07
C -0.776 7.191 -2.455 -0.02 0.24 -0.80 -0.08
N -0.822 6.547 -1.164 0.68 -0.27 -0.78 0.00
C -1.576 6.917 -0.114 -3.02 0.98 -0.36 -0.55
C -1.269 6.246 1.182 0.22 -0.55 -0.56 -0.01
O -2.525 7.729 -0.186 1.98 -0.88 -0.16 0.01
H -0.592 6.470 -3.251 -0.40 -0.36 0.14 0.08
H 0.074 7.860 -2.587 0.04 0.33 0.54 0.08
H -1.683 7.749 -2.692 -0.02 -0.15 0.27 0.08
H -0.317 5.674 -1.125 0.05 0.29 0.41 0.13
H -2.064 5.581 1.521 -0.36 0.54 0.04 0.09
H -1.118 7.110 1.829 0.34 -0.62 0.56 0.09
H -0.439 5.564 1.000 0.52 0.40 0.70 0.07
C -2.817 -2.442 8.094 -1.30 0.29 1.81 -0.17
O -1.758 -2.357 7.237 1.08 -0.83 -1.08 -0.15
C -1.521 -3.661 6.681 -0.48 1.26 -1.34 -0.17
C -2.626 -4.092 5.697 -1.01 -0.10 -0.69 -0.20
O -3.162 -3.031 4.892 0.57 0.53 1.11 -0.20
C -3.961 -3.406 3.786 0.59 0.05 0.77 -0.10
H -3.799 -2.559 7.636 -0.02 -0.30 -0.43 0.09
H -2.936 -1.569 8.736 0.48 0.46 -0.33 0.09
H -2.650 -3.239 8.819 -0.19 -0.49 0.09 0.09
H -1.437 -4.391 7.486 0.10 -0.19 -0.05 0.12
H -0.623 -3.632 6.064 0.30 0.34 0.53 0.12
H -3.454 -4.575 6.216 -0.21 -0.08 0.19 0.11
H -2.219 -4.835 5.011 0.29 -0.33 0.06 0.12
H -4.447 -2.498 3.430 0.24 -0.03 -0.15 0.09
H -4.755 -4.093 4.080 0.01 -0.35 -0.07 0.08
H -3.279 -3.828 3.047 -0.41 -0.23 -0.45 0.09
C 9.704 -0.507 2.843 0.66 0.97 -0.06 -0.12
O 8.661 0.372 3.219 -0.14 0.63 0.71 -0.20
C 8.934 1.760 2.892 -1.15 -0.64 -1.72 -0.17
C 7.610 2.594 2.972 2.22 -0.24 -0.29 -0.21
O 6.823 2.296 1.839 0.06 -0.52 0.12 -0.19
C 5.474 2.600 2.139 0.54 -0.59 -0.05 -0.09
H 9.567 -1.552 3.118 -0.84 0.17 -0.13 0.09
H 10.629 -0.241 3.354 0.27 0.26 0.09 0.08
H 9.883 -0.371 1.776 0.08 -0.43 -0.24 0.09
H 9.164 1.781 1.827 0.04 -0.09 -0.44 0.11
H 9.853 2.177 3.304 -0.30 -0.02 1.04 0.12
H 7.805 3.658 2.839 0.60 0.25 0.59 0.12
H 7.203 2.448 3.973 -0.79 -0.31 -0.18 0.12
H 5.178 1.753 2.758 -0.87 0.39 0.36 0.09
H 4.874 2.637 1.230 0.18 0.01 0.02 0.09
H 5.477 3.561 2.654 -0.62 0.05 0.17 0.08
C 5.575 0.585 -10.984 -0.10 0.32 0.33 -0.11
O 4.853 0.434 -9.766 -0.17 0.01 0.27 -0.18
C 5.510 -0.388 -8.801 0.30 -1.26 -0.82 -0.21
C 4.623 -0.949 -7.688 0.51 2.10 -1.20 -0.21
O 4.511 0.066 -6.727 -0.34 0.14 -0.09 -0.18
C 3.741 -0.345 -5.637 0.38 -0.02 0.58 -0.12
H 5.411 -0.248 -11.667 0.23 -0.34 0.15 0.08
H 6.634 0.772 -10.803 0.23 -0.38 0.08 0.08
H 5.248 1.474 -11.523 -0.45 0.08 0.33 0.08
H 6.432 0.088 -8.468 -0.10 0.19 0.43 0.13
H 5.811 -1.326 -9.268 0.38 -0.12 -0.69 0.11
H 5.051 -1.870 -7.292 0.11 -0.06 0.19 0.12
H 3.684 -1.157 -8.201 -0.48 -0.22 0.31 0.13
H 4.255 -1.207 -5.213 -0.38 -0.37 0.38 0.09
H 2.712 -0.582 -5.906 -0.12 -0.14 -0.09 0.09
H 3.737 0.442 -4.882 -0.01 0.07 -0.14 0.09
C 0.353 3.796 6.742 -0.42 -0.98 0.08 -0.11
O 1.554 3.964 7.513 -1.19 0.80 -1.21 -0.15
C 2.271 5.098 7.008 -0.53 -0.33 -0.43 -0.22
C 3.398 5.395 7.931 -0.05 -0.13 0.74 -0.22
O 2.841 5.460 9.235 0.76 0.56 -0.20 -0.18
C 3.840 5.605 10.228 -1.33 -0.33 0.71 -0.11
H -0.401 4.583 6.774 0.61 0.87 0.13 0.08
H -0.266 2.961 7.071 0.64 -0.38 0.71 0.08
H 0.529 3.527 5.700 0.49 0.38 -0.26 0.08
H 1.663 5.993 6.876 -0.61 0.02 0.54 0.12
H 2.595 4.912 5.984 0.48 -0.33 -0.14 0.12
H 3.873 6.347 7.693 0.08 0.17 -0.26 0.13
H 4.160 4.618 7.875 0.15 -0.25 0.11 0.12
H 3.273 5.689 11.156 0.05 -0.22 0.16 0.09
H 4.416 6.530 10.211 0.35 -0.04 -0.68 0.08
H 4.421 4.684 10.276 0.52 0.20 -0.01 0.09
C -6.989 2.198 1.239 -0.23 0.78 0.40 -0.11
O -8.345 2.348 0.890 -0.05 -0.36 -0.56 -0.21
C -9.219 1.368 1.424 -1.23 0.99 -0.35 -0.18
C -10.658 1.736 0.969 0.06 0.47 -0.55 -0.20
O -11.358 2.677 1.769 -0.28 -0.47 0.45 -0.19
C -11.014 4.036 1.557 -0.16 -0.11 0.02 -0.10
H -6.528 3.155 0.996 0.20 -0.17 -0.25 0.09
H -6.478 1.378 0.734 -0.09 -0.14 -0.08 0.09
H -6.894 2.108 2.322 0.11 -0.34 0.22 0.08
H -9.132 1.439 2.509 -0.22 -0.45 0.24 0.13
H -9.038 0.356 1.060 0.49 -0.13 0.00 0.12
H -11.303 0.879 0.773 -0.01 -0.40 1.11 0.12
H -10.644 2.089 -0.062 0.70 0.57 -0.24 0.12
H -11.499 4.701 2.272 0.14 -0.57 0.75 0.08
H -11.487 4.418 0.652 0.66 -0.23 -0.76 0.08
H -9.929 4.113 1.631 -0.08 0.57 -0.43 0.08
C -4.583 3.651 -6.182 -0.43 -0.37 -0.12 -0.10
O -5.197 2.432 -5.782 0.35 -1.09 -0.20 -0.21
C -6.618 2.414 -5.717 -0.51 1.41 0.55 -0.19
C -7.352 1.161 -5.153 1.60 0.50 -0.54 -0.19
O -7.351 0.112 -6.071 -1.56 -0.70 -0.01 -0.17
C -6.112 -0.498 -6.157 1.55 0.51 -0.66 -0.13
H -3.532 3.442 -6.380 0.11 0.00 0.87 0.09
H -4.803 4.415 -5.436 0.48 0.18 0.11 0.09
H -4.865 4.056 -7.154 -0.91 -0.23 -0.23 0.08
H -6.992 2.735 -6.690 -0.38 -0.41 -0.25 0.13
H -6.892 3.219 -5.035 -0.27 0.35 0.26 0.11
H -8.376 1.374 -4.845 -0.02 0.35 -0.50 0.13
H -6.849 0.845 -4.240 0.28 0.00 0.28 0.12
H -6.090 -1.392 -6.779 -0.64 -0.12 0.29 0.09
H -5.674 -0.670 -5.174 -0.06 -0.38 0.19 0.09
H -5.441 0.202 -6.656 0.41 0.00 -0.02 0.08

---

148
Properties=species:S:1:pos:R:3:forces:R:3:lowdin_charge:R:1 method="wB97M-V/def2-TZVPD" homo_lumo_gap_ha=0.3117 spin_multiplicity=1 smiles="CCN(CC)CC.CCN(CC)CC.CCN(CC)CC.CCN(CC)CC.CNC(C)=O.CNC(C)=O.CNC(C)=O.CNC(C)=O.CNC(C)=O" max_force_ev_per_a=4.3
C -7.674 12.317 -5.561 -0.79 -0.44 1.34 -0.08
C -7.459 11.258 -4.440 1.14 -0.09 -2.26 -0.23
N -7.573 9.897 -5.019 -3.01 0.94 1.84 -0.21
C -6.526 9.439 -5.876 -0.09 0.60 0.08 -0.26
C -6.915 8.180 -6.656 -0.03 -0.14 -0.29 -0.07
C -7.959 9.044 -3.913 -1.32 -1.54 -0.94 -0.30
C -6.897 8.724 -2.907 0.16 -0.40 0.68 -0.08
H -7.617 13.319 -5.135 0.88 0.15 -0.28 0.06
H -8.724 12.304 -5.853 -0.03 -0.51 -0.33 0.07
H -7.041 12.088 -6.419 -0.03 0.61 0.13 0.06
H -6.432 11.273 -4.078 0.33 0.83 0.45 0.10
H -8.131 11.425 -3.598 -0.09 -0.30 -0.24 0.12
H -6.338 10.287 -6.534 -0.05 -0.33 -0.56 0.10
H -5.585 9.413 -5.326 0.52 -0.84 0.18 0.10
H -7.642 8.402 -7.437 0.21 0.40 -0.19 0.07
H -6.054 7.691 -7.110 0.08 0.18 -0.07 0.07
H -7.443 7.393 -6.117 0.31 0.20 0.68 0.06
H -8.397 8.131 -4.317 0.78 -0.60 -0.48 0.09
H -8.901 9.278 -3.417 0.09 1.48 0.01 0.11
H -6.890 7.637 -2.827 0.77 0.01 0.15 0.07
H -7.113 9.091 -1.903 -0.02 0.22 -0.03 0.07
H -5.946 9.155 -3.219 0.17 -0.43 0.13 0.07
C -2.748 1.080 -0.353 0.46 -0.05 -0.74 -0.09
C -1.951 0.008 0.388 -0.44 -0.19 0.42 -0.28
N -0.650 0.281 0.995 -0.48 1.73 0.09 -0.18
C -0.065 -0.946 1.526 1.83 1.70 0.65 -0.24
C 1.237 -0.632 2.362 0.26 -0.98 -1.37 -0.08
C 0.194 1.311 0.267 -0.39 -0.23 1.21 -0.24
C 0.915 0.923 -1.024 -0.21 -0.87 0.71 -0.08
H -3.174 1.908 0.214 0.38 -0.11 0.38 0.07
H -3.593 0.581 -0.826 -0.08 -0.12 0.08 0.07
H -2.177 1.491 -1.187 0.07 0.19 0.01 0.06
H -2.639 -0.340 1.159 0.17 -0.11 0.49 0.11
H -1.866 -0.872 -0.249 0.05 -0.18 -0.66 0.10
H -0.683 -1.573 2.168 -0.78 0.45 -0.34 0.11
H 0.241 -1.518 0.650 0.32 -0.77 0.10 0.10
H 1.344 -0.165 3.341 -1.29 0.38 -0.08 0.07
H 1.687 -1.610 2.533 0.36 -0.10 -0.22 0.06
H 1.872 -0.067 1.679 0.38 -0.13 0.19 0.05
H 0.946 1.787 0.897 0.40 -0.90 0.72 0.10
H -0.408 2.219 0.256 -0.70 -0.30 -1.01 0.10
H 1.475 1.765 -1.429 -0.43 0.01 -0.37 0.07
H 0.268 0.372 -1.707 -0.13 0.62 -0.45 0.07
H 1.669 0.175 -0.779 0.23 -0.05 0.19 0.06
C 0.625 0.963 11.582 1.30 0.02 1.61 -0.12
C 0.293 0.359 10.242 -1.67 0.81 0.25 -0.26
N -1.062 0.807 9.745 1.87 -2.32 0.56 -0.18
C -1.091 2.258 9.470 0.69 -1.52 -1.40 -0.23
C -0.316 2.600 8.172 -0.83 0.30 0.54 -0.08
C -1.417 -0.167 8.632 -1.11 2.48 0.99 -0.24
C -2.870 0.137 8.275 -0.12 0.09 -1.14 -0.10
H -0.151 1.310 12.264 -0.65 0.08 -0.74 0.08
H 1.406 1.723 11.621 -0.08 0.27 -0.48 0.07
H 1.059 0.167 12.187 0.26 -0.16 0.07 0.06
H 1.069 0.554 9.502 0.24 0.04 -0.09 0.10
H 0.290 -0.711 10.452 -0.42 -0.09 -0.64 0.10
H -2.151 2.490 9.360 0.17 0.52 0.06 0.10
H -0.633 2.820 10.284 -0.35 -0.27 0.28 0.10
H 0.765 2.466 8.222 -0.05 0.05 0.28 0.07
H -0.683 1.957 7.371 -0.04 0.42 -0.23 0.05
H -0.548 3.651 7.997 0.26 0.01 -0.57 0.07
H -1.264 -1.192 8.969 -0.08 0.20 0.23 0.11
H -0.801 -0.003 7.748 0.23 -0.14 -0.16 0.09
H -3.015 1.172 7.962 0.39 0.33 0.30 0.06
H -3.615 -0.020 9.056 0.27 -0.42 0.03 0.08
H -3.136 -0.340 7.332 -0.28 -0.69 0.22 0.07
C 4.800 -2.793 -6.913 1.67 1.20 0.09 -0.08
C 5.005 -1.263 -6.495 -0.42 -1.53 -0.63 -0.24
N 6.352 -0.695 -6.655 -0.42 1.38 -1.04 -0.18
C 7.349 -0.919 -5.617 0.62 0.21 0.30 -0.26
C 7.088 -0.329 -4.209 -0.38 0.08 -0.56 -0.08
C 6.199 0.775 -7.056 0.30 -0.87 -0.51 -0.23
C 7.520 1.418 -7.594 -0.62 -1.01 1.11 -0.08
H 4.960 -2.946 -7.980 -0.06 0.34 -0.14 0.06
H 3.824 -3.215 -6.676 0.15 0.21 0.41 0.06
H 5.640 -3.316 -6.454 -0.37 -0.55 0.30 0.05
H 4.338 -0.748 -7.188 0.04 0.44 0.35 0.10
H 4.626 -1.168 -5.478 -0.13 0.24 0.22 0.10
H 8.287 -0.440 -5.899 -0.18 0.31 -0.59 0.09
H 7.704 -1.949 -5.645 -0.65 -0.37 0.40 0.11
H 6.536 0.597 -4.373 -0.19 0.08 0.17 0.06
H 8.024 -0.003 -3.754 0.03 -0.37 0.16 0.07
H 6.510 -0.946 -3.521 0.12 -0.07 -0.05 0.06
H 5.462 0.799 -7.858 0.15 -0.27 -0.23 0.09
H 5.674 1.327 -6.277 0.44 0.39 0.45 0.10
H 7.916 0.713 -8.325 0.12 0.17 -0.10 0.07
H 7.439 2.416 -8.026 -0.42 -0.14 0.02 0.07
H 8.226 1.479 -6.765 0.20 0.12 -0.12 0.05
C 7.454 -5.915 2.547 -0.06 0.53 0.19 -0.08
N 6.449 -6.447 1.623 0.28 -0.41 -0.23 0.00
C 6.605 -6.429 0.261 1.15 -1.09 -1.48 -0.52
C 5.604 -7.286 -0.590 -0.10 1.13 0.79 -0.01
O 7.566 -5.910 -0.296 -0.83 0.29 0.65 0.03
H 7.187 -4.895 2.822 -0.16 -0.03 0.23 0.08
H 8.480 -5.814 2.193 -0.21 -0.47 -0.72 0.08
H 7.505 -6.533 3.444 -0.26 0.04 -0.05 0.08
H 5.906 -7.219 1.981 -0.13 0.27 -0.05 0.13
H 5.753 -7.206 -1.667 0.74 0.02 0.26 0.07
H 4.608 -6.860 -0.471 -0.25 -0.34 0.43 0.07
H 5.641 -8.329 -0.273 -0.17 0.05 0.00 0.07
C 7.061 7.382 4.179 1.55 -0.47 0.54 -0.09
N 5.918 7.474 3.373 -0.42 0.46 -0.06 -0.02
C 4.700 7.448 3.910 -3.62 -0.11 1.73 -0.51
C 3.532 7.731 2.947 -0.23 0.09 0.24 -0.01
O 4.391 7.306 5.135 1.83 0.36 -3.06 -0.01
H 6.835 7.370 5.245 -0.22 -0.28 -0.25 0.09
H 7.723 8.230 4.002 0.19 -0.06 -0.07 0.09
H 7.512 6.454 3.827 0.85 -0.01 0.76 0.09
H 6.150 7.431 2.391 -1.04 0.19 0.04 0.15
H 3.186 8.738 3.179 0.36 0.31 -0.19 0.08
H 2.624 7.172 3.170 0.41 -0.54 0.24 0.08
H 3.715 7.645 1.876 0.33 0.07 0.06 0.07
C -5.208 -2.085 -6.742 -0.64 1.21 0.51 -0.06
N -6.524 -2.713 -6.489 1.82 -0.86 -0.63 0.01
C -7.578 -2.105 -5.928 0.34 2.31 0.02 -0.56
C -8.624 -3.034 -5.420 -1.05 -0.21 0.79 -0.01
O -7.623 -0.872 -5.763 -0.14 -1.78 -0.27 0.01
H -4.544 -2.631 -7.412 -0.49 -0.24 0.08 0.08
H -4.679 -1.833 -5.823 0.07 -0.70 0.40 0.08
H -5.341 -1.066 -7.103 -0.41 -0.21 -0.61 0.08
H -6.522 -3.721 -6.429 0.06 0.17 -0.11 0.13
H -8.803 -2.648 -4.416 -0.13 -0.33 0.19 0.09
H -8.366 -4.092 -5.372 0.38 0.12 0.03 0.08
H -9.601 -3.012 -5.903 0.20 0.47 -0.38 0.09
C 3.734 -7.231 7.943 1.66 2.15 -0.04 -0.11
N 3.971 -8.563 8.315 -0.29 -0.86 2.00 -0.01
C 4.188 -9.563 7.455 -0.67 -2.33 -1.41 -0.56
C 4.311 -11.006 7.963 -0.44 0.73 1.38 0.00
O 4.147 -9.433 6.252 0.37 1.04 -0.88 0.04
H 3.920 -6.557 8.779 -1.31 -0.32 0.87 0.09
H 2.832 -6.989 7.380 0.19 -0.16 0.02 0.10
H 4.657 -6.835 7.520 -0.20 -0.29 -1.66 0.09
H 3.750 -8.797 9.272 0.20 -0.21 -0.20 0.14
H 3.473 -11.157 8.644 -0.05 -0.10 0.34 0.07
H 5.214 -11.126 8.562 0.09 -0.24 -0.16 0.08
H 4.177 -11.781 7.208 0.46 0.58 -0.27 0.08
C -3.537 -8.025 -3.301 -1.41 -0.66 0.57 -0.02
N -4.729 -8.958 -3.650 3.52 1.52 2.01 0.04
C -5.545 -8.814 -4.661 -2.10 0.67 -2.43 -0.61
C -6.727 -9.748 -4.617 -1.01 -0.28 -0.62 -0.02
O -5.516 -7.976 -5.563 0.88 -0.15 0.84 0.02
H -3.717 -6.957 -3.421 -0.58 -0.24 -1.09 0.08
H -2.580 -8.293 -3.751 -0.36 -0.22 -0.18 0.07
H -3.433 -7.993 -2.216 0.10 -0.88 0.11 0.07
H -4.928 -9.749 -3.054 0.37 0.35 0.14 0.13
H -7.451 -9.364 -5.336 -0.04 0.27 0.23 0.08
H -7.195 -9.770 -3.633 0.06 -0.19 0.02 0.08
H -6.574 -10.757 -5.001 0.56 -0.14 0.39 0.08

---

Sequential HOMO output: -9.2779, -7.9829 eV
Sequential ΔE to the lowest compared entry with this formula, charge and spin output: 0.0, 575.1 kJ/mol
Sequential energy output: -3095.4719, -2411.7607 a.u.